(1)
{
  "formula": "C3H16NO4",
  "method": "ωB97M-V/def2-TZVPD",
  "elements": ["C", "C", "C", "N", "H", "H", "H", "H", "H", "H", "H", "H", "H", "H", "O", "H", "H", "O", "H", "H", "O", "H", "H", "O"],
  "xyz": [[-0.510, -2.001, 1.328], [-0.707, -0.585, 0.751], [0.899, 1.044, 1.184], [-0.218, 0.464, 1.639], [-1.082, -2.039, 2.244], [-0.917, -2.654, 0.580], [0.539, -2.452, 1.446], [-0.453, -0.269, -0.367], [-1.861, -0.242, 0.774], [1.454, 1.781, 1.864], [1.352, 0.851, 0.095], [-0.462, 0.454, 2.720], [-3.839, 1.694, 1.339], [-3.582, 1.465, -0.335], [-3.523, 1.168, 0.670], [4.149, 1.582, -0.021], [3.207, 2.622, -0.257], [3.314, 1.908, 0.321], [-0.135, -2.548, -2.637], [-1.474, -2.567, -3.367], [-1.022, -1.946, -2.738], [2.405, 0.915, -2.223], [1.017, 0.396, -2.808], [1.449, 0.957, -2.203]],
  "e_tot_ha": -479.2710,
  "homo_ev": -14.543,
  "de_lowest_ev": 3.508,
  "charge": 1,
  "gap_ev": 10.31
}

=====

(2)
{
  "formula": "C32H95N5O15",
  "method": "ωB97M-V/def2-TZVPD",
  "elements": ["C", "O", "H", "H", "H", "H", "C", "O", "H", "H", "H", "H", "C", "O", "H", "H", "H", "H", "C", "O", "H", "H", "H", "H", "C", "O", "H", "H", "H", "H", "C", "O", "H", "H", "H", "H", "C", "O", "H", "H", "H", "H", "C", "O", "H", "H", "H", "H", "C", "O", "C", "C", "N", "C", "C", "O", "C", "H", "H", "H", "H", "H", "H", "H", "H", "H", "H", "H", "H", "H", "H", "H", "C", "O", "C", "C", "N", "C", "C", "O", "C", "H", "H", "H", "H", "H", "H", "H", "H", "H", "H", "H", "H", "H", "H", "H", "C", "C", "C", "O", "C", "N", "H", "H", "H", "H", "H", "H", "H", "H", "H", "H", "H", "C", "C", "C", "O", "C", "N", "H", "H", "H", "H", "H", "H", "H", "H", "H", "H", "H", "C", "C", "C", "O", "C", "N", "H", "H", "H", "H", "H", "H", "H", "H", "H", "H", "H"],
  "xyz": [[-3.025, -4.802, -1.354], [-3.133, -5.690, -2.481], [-3.318, -3.793, -1.646], [-3.695, -5.160, -0.572], [-1.971, -4.957, -1.123], [-2.477, -5.441, -3.136], [5.950, -1.374, 0.422], [7.134, -2.040, 0.782], [5.794, -0.454, 0.985], [5.906, -1.296, -0.664], [5.204, -2.143, 0.625], [7.095, -2.191, 1.729], [1.065, 8.932, -2.251], [2.425, 9.303, -2.593], [0.403, 8.543, -3.025], [1.102, 8.169, -1.473], [0.404, 9.726, -1.905], [2.770, 10.031, -2.070], [-2.307, 3.226, 8.970], [-3.098, 4.241, 8.438], [-1.220, 3.279, 9.024], [-2.739, 3.006, 9.947], [-2.549, 2.481, 8.212], [-3.287, 4.892, 9.117], [5.086, 3.359, 5.008], [3.952, 3.462, 5.887], [4.845, 3.479, 3.952], [5.825, 4.027, 5.451], [5.690, 2.455, 5.089], [3.463, 2.683, 5.610], [-0.239, 7.102, 3.466], [1.150, 7.159, 3.529], [-0.756, 6.257, 3.922], [-0.399, 7.997, 4.067], [-0.558, 7.354, 2.455], [1.427, 7.043, 4.441], [-7.606, -4.578, 3.943], [-6.774, -3.491, 3.682], [-7.816, -4.937, 2.935], [-7.037, -5.347, 4.466], [-8.500, -4.291, 4.496], [-6.165, -3.396, 4.418], [-3.229, -5.348, 7.034], [-3.515, -4.006, 7.089], [-2.400, -5.489, 7.727], [-4.110, -5.963, 7.221], [-2.791, -5.669, 6.089], [-3.881, -3.722, 7.930], [6.447, -4.083, 5.864], [7.804, -3.533, 5.670], [8.900, -4.425, 5.946], [10.339, -3.887, 5.885], [10.637, -2.729, 6.736], [11.969, -2.158, 6.534], [12.264, -1.425, 5.160], [11.538, -0.210, 5.202], [10.168, -0.340, 4.800], [6.341, -5.089, 5.458], [5.689, -3.372, 5.534], [6.287, -4.073, 6.942], [8.866, -5.255, 5.239], [8.742, -4.678, 6.994], [10.561, -3.630, 4.849], [11.037, -4.692, 6.116], [9.934, -2.036, 6.950], [12.795, -2.807, 6.824], [12.153, -1.390, 7.286], [12.090, -1.898, 4.194], [13.343, -1.280, 5.109], [9.564, -1.217, 5.031], [10.082, 0.014, 3.773], [9.633, 0.532, 5.176], [2.529, -6.427, -6.362], [1.752, -6.200, -7.551], [0.424, -5.827, -7.514], [0.217, -4.343, -7.233], [0.454, -4.101, -5.784], [0.218, -2.708, -5.472], [1.283, -1.778, -6.075], [2.536, -2.254, -5.618], [3.735, -1.767, -6.182], [2.190, -7.182, -5.653], [2.701, -5.510, -5.798], [3.505, -6.827, -6.639], [-0.076, -6.527, -6.844], [0.083, -6.037, -8.528], [-0.744, -3.971, -7.587], [0.908, -3.821, -7.895], [1.359, -4.418, -5.468], [0.231, -2.620, -4.386], [-0.809, -2.459, -5.739], [1.094, -0.752, -5.759], [1.268, -1.663, -7.158], [4.623, -2.056, -5.619], [3.607, -0.722, -6.467], [3.881, -2.323, -7.107], [-0.881, -1.236, 2.654], [-0.244, -0.130, 1.776], [-1.055, 0.458, 0.674], [-0.304, 1.412, -0.081], [-0.989, 2.196, -1.005], [0.112, 0.959, 2.717], [-1.859, -1.041, 3.094], [-0.213, -1.606, 3.431], [-1.077, -2.079, 1.991], [0.603, -0.664, 1.346], [-1.979, 0.833, 1.114], [-1.297, -0.385, 0.027], [-1.712, 1.612, -1.575], [-0.359, 2.820, -1.640], [-1.598, 2.892, -0.428], [-0.605, 1.239, 3.372], [0.243, 1.726, 2.073], [-7.017, -0.380, -11.438], [-6.778, 0.319, -10.080], [-5.350, 0.882, -9.941], [-5.192, 1.430, -8.631], [-3.905, 1.974, -8.391], [-7.762, 1.465, -10.024], [-6.270, -1.162, -11.573], [-6.863, 0.212, -12.339], [-8.026, -0.768, -11.299], [-7.000, -0.352, -9.250], [-5.261, 1.707, -10.648], [-4.532, 0.301, -10.366], [-3.328, 1.177, -7.923], [-4.096, 2.820, -7.730], [-3.473, 2.298, -9.337], [-8.514, 1.098, -9.458], [-7.251, 2.148, -9.482], [-7.114, 4.834, 2.437], [-6.961, 4.891, 0.869], [-8.298, 4.735, 0.072], [-9.278, 5.704, 0.472], [-10.593, 5.714, -0.135], [-6.139, 6.093, 0.489], [-6.188, 4.662, 2.984], [-7.760, 4.023, 2.776], [-7.450, 5.831, 2.721], [-6.393, 4.038, 0.496], [-8.664, 3.731, 0.286], [-8.135, 4.812, -1.003], [-11.249, 6.536, 0.150], [-11.194, 4.846, 0.137], [-10.422, 5.705, -1.211], [-5.928, 6.040, -0.497], [-6.647, 6.955, 0.627]],
  "e_tot_ha": -2678.0521,
  "homo_ev": -8.327,
  "charge": 0,
  "gap_ev": 8.54
}

=====

(3)
{
  "formula": "C39H50B2F4N6O4P2ReSi2",
  "method": "ωB97M-V/def2-TZVPD",
  "elements": ["Re", "C", "C", "N", "O", "B", "F", "F", "O", "N", "C", "C", "C", "N", "O", "B", "F", "F", "O", "N", "C", "C", "C", "H", "H", "H", "H", "H", "H", "H", "H", "H", "H", "H", "H", "C", "Si", "C", "C", "N", "P", "C", "P", "N", "Si", "C", "C", "C", "C", "C", "C", "C", "C", "C", "C", "C", "C", "C", "C", "C", "C", "C", "C", "C", "C", "C", "C", "C", "C", "C", "C", "C", "H", "H", "H", "H", "H", "H", "H", "H", "H", "H", "H", "H", "H", "H", "H", "H", "H", "H", "H", "H", "H", "H", "H", "H", "H", "H", "H", "H", "H", "H", "H", "H", "H", "H", "H", "H", "H", "H"],
  "xyz": [[0.163, -0.415, -0.232], [-0.863, 3.083, 2.123], [-0.605, 1.701, 1.625], [-0.297, 1.410, 0.366], [1.334, 2.010, -1.228], [1.692, 1.811, -2.679], [0.880, 2.547, -3.487], [3.010, 2.218, -2.767], [1.579, 0.325, -3.010], [1.129, -0.637, -2.154], [1.279, -1.857, -2.555], [1.855, -2.229, -3.875], [0.830, -2.900, -1.599], [0.324, -2.457, -0.490], [-0.024, -3.373, 0.421], [-0.856, -2.944, 1.648], [-2.130, -2.624, 1.239], [-0.728, -3.971, 2.518], [-0.282, -1.721, 2.336], [-0.414, -0.556, 1.671], [-0.703, 0.528, 2.403], [-1.099, 0.474, 3.838], [0.950, -4.358, -1.859], [-0.289, 3.819, 1.561], [-0.599, 3.158, 3.178], [-1.924, 3.330, 2.028], [2.122, -1.346, -4.445], [1.122, -2.814, -4.436], [2.737, -2.859, -3.742], [-1.331, -0.549, 4.123], [-1.980, 1.095, 4.004], [-0.299, 0.840, 4.487], [1.566, -4.568, -2.727], [-0.047, -4.780, -2.018], [1.357, -4.860, -0.980], [-4.382, -0.823, -0.159], [-3.196, -1.213, -1.526], [-2.705, -2.993, -1.766], [-4.049, -0.781, -3.150], [-1.718, -0.201, -1.290], [-1.469, 1.220, -2.006], [0.062, 1.551, -0.928], [3.175, 0.805, -0.211], [2.226, -0.154, 0.567], [2.949, -0.946, 2.085], [4.777, -0.563, 2.138], [2.182, -0.251, 3.616], [2.725, -2.776, 1.937], [3.735, 2.268, 0.544], [5.017, 2.791, 0.325], [5.420, 3.912, 1.025], [4.554, 4.513, 1.932], [3.281, 3.994, 2.157], [2.869, 2.874, 1.467], [4.229, 0.068, -1.403], [5.163, 0.743, -2.209], [6.059, 0.016, -2.966], [6.025, -1.375, -2.950], [5.091, -2.053, -2.174], [4.191, -1.339, -1.407], [-1.353, 1.052, -3.776], [-1.205, -0.218, -4.332], [-1.225, -0.380, -5.705], [-1.401, 0.726, -6.529], [-1.561, 1.992, -5.981], [-1.541, 2.158, -4.607], [-2.533, 2.634, -1.704], [-3.836, 2.674, -2.208], [-4.643, 3.773, -1.966], [-4.154, 4.854, -1.242], [-2.851, 4.837, -0.766], [-2.047, 3.731, -0.991], [-5.310, -1.395, -0.271], [-4.648, 0.238, -0.227], [-3.981, -1.020, 0.833], [-3.626, -3.547, -1.984], [-2.220, -3.485, -0.931], [-2.081, -3.080, -2.665], [-5.118, -0.650, -2.954], [-3.943, -1.623, -3.840], [-3.704, 0.093, -3.698], [5.014, 0.489, 2.309], [5.355, -0.922, 1.284], [5.146, -1.109, 3.016], [2.153, 0.843, 3.615], [2.814, -0.554, 4.460], [1.183, -0.648, 3.797], [3.115, -3.202, 1.009], [1.692, -3.099, 2.062], [3.308, -3.219, 2.754], [5.711, 2.307, -0.350], [6.411, 4.316, 0.871], [4.878, 5.391, 2.476], [2.621, 4.469, 2.872], [1.884, 2.454, 1.633], [5.167, 1.820, -2.269], [6.779, 0.534, -3.585], [6.730, -1.935, -3.550], [5.075, -3.135, -2.159], [3.473, -1.860, -0.789], [-1.116, -1.081, -3.683], [-1.128, -1.369, -6.138], [-1.426, 0.598, -7.604], [-1.704, 2.850, -6.624], [-1.660, 3.147, -4.186], [-4.232, 1.854, -2.790], [-5.653, 3.790, -2.354], [-4.786, 5.715, -1.064], [-2.457, 5.692, -0.230], [-1.020, 3.759, -0.652]],
  "e_tot_ha": -3934.6705,
  "homo_ev": [-13.473, -12.910],
  "de_lowest_ev": 0.243,
  "charge": 2,
  "multiplicity": 2,
  "gap_ev": [6.13, 5.58]
}

=====

(4)
{
  "formula": "C20H18O3Si",
  "method": "ωB97M-V/def2-TZVPD",
  "elements": ["C", "C", "Si", "O", "C", "C", "C", "C", "C", "C", "O", "C", "C", "C", "C", "C", "C", "O", "C", "C", "C", "C", "C", "C", "H", "H", "H", "H", "H", "H", "H", "H", "H", "H", "H", "H", "H", "H", "H", "H", "H", "H"],
  "xyz": [[0.844, 2.537, 1.823], [0.997, 2.041, 0.622], [-0.197, 0.848, -0.036], [-0.916, 1.458, -1.433], [0.014, 1.983, -2.322], [1.137, 1.276, -2.744], [2.181, 1.911, -3.346], [2.125, 3.289, -3.625], [0.983, 3.995, -3.280], [-0.066, 3.330, -2.730], [0.584, -0.559, -0.500], [-0.277, -1.600, -0.810], [-1.666, -1.557, -0.743], [-2.419, -2.667, -1.038], [-1.788, -3.849, -1.418], [-0.380, -3.919, -1.476], [0.358, -2.809, -1.145], [-1.177, 0.439, 1.258], [-0.739, -0.212, 2.406], [0.394, -1.038, 2.410], [0.704, -1.763, 3.536], [-0.141, -1.735, 4.644], [-1.279, -0.967, 4.618], [-1.583, -0.210, 3.515], [1.612, 3.111, 2.309], [0.033, 2.293, 2.478], [1.834, 2.158, -0.040], [1.236, 0.256, -2.465], [3.019, 1.286, -3.733], [2.910, 3.794, -4.182], [0.846, 5.007, -3.588], [-0.928, 3.913, -2.390], [-2.148, -0.632, -0.475], [-3.488, -2.532, -0.959], [-2.392, -4.722, -1.569], [0.127, -4.810, -1.817], [1.421, -2.814, -1.208], [1.046, -1.139, 1.556], [1.601, -2.369, 3.541], [0.064, -2.343, 5.509], [-1.965, -0.987, 5.434], [-2.522, 0.312, 3.414]],
  "smiles": "C=C[Si](Oc1ccccc1)(Oc1ccccc1)Oc1ccccc1",
  "e_tot_ha": -1288.2240,
  "homo_ev": -8.710,
  "charge": 0,
  "gap_ev": 9.54
}